No. 1
Here is a cluster of 10 separate species, C48H123N7O17 in total at a distorted geometry from OMol25. Energies are from the ωB97M-V functional and the def2-TZVPD basis.

Summary:
SMILES = COCCNCCOC.COCCNCCOC.COCCNCCOC.COCCNCCOC.COCCNCCOC.COCCNCCOC.COCCNCCOC.CCO.CCO.CCO
HOMO-LUMO gap = 0.336 Ha

ORCA input file:
```
! RIJCOSX wB97M-V def2-TZVPD def2/J DEFGRID3
* xyz 0 1
C -24.1102 14.1820 13.7143
O -24.1511 14.9193 14.9308
C -22.9883 14.7472 15.7008
C -22.8859 13.3268 16.3128
N -21.6564 13.3194 17.1051
C -21.7047 12.1672 18.0193
C -20.5938 12.2259 19.0343
O -20.8202 11.2434 20.0165
C -19.8654 11.1867 21.0605
H -24.6564 14.5612 12.8473
H -24.6672 13.2627 13.9429
H -23.1266 13.9395 13.3145
H -23.1135 15.4459 16.5299
H -22.0454 14.8860 15.1686
H -22.8849 12.5361 15.5657
H -23.7505 13.2726 16.9866
H -21.4198 14.1575 17.6187
H -21.6630 11.2464 17.4324
H -22.6958 12.1458 18.4913
H -20.4049 13.1616 19.5792
H -19.6460 12.0320 18.5101
H -18.8811 10.8865 20.7008
H -20.0802 10.4390 21.8255
H -19.8622 12.1293 21.6149
C -19.5802 15.4648 14.2176
O -19.7572 16.7894 13.7529
C -21.1123 17.1705 13.4608
C -21.4522 16.7858 11.9704
N -21.7380 15.3674 11.6827
C -21.8146 15.1876 10.2248
C -21.7408 13.7091 9.8409
O -20.3908 13.2667 9.9009
C -20.3355 11.8654 9.7496
H -19.8034 15.3295 15.2797
H -18.5011 15.2754 14.2476
H -19.9526 14.6797 13.5714
H -21.1979 18.2567 13.5166
H -21.7752 16.7811 14.2376
H -20.5646 17.0384 11.3805
H -22.2313 17.5105 11.7350
H -20.9215 14.8573 11.9763
H -20.9188 15.5890 9.7325
H -22.6985 15.6358 9.7748
H -22.1005 13.6891 8.8028
H -22.4448 13.0529 10.3600
H -20.9081 11.2568 10.4532
H -19.3102 11.5073 9.8740
H -20.5470 11.5903 8.7108
C -26.4129 16.0659 16.5031
O -26.5235 17.2264 17.3502
C -25.9623 18.3326 16.6872
C -25.6055 19.4932 17.6111
N -24.2819 19.1880 18.1633
C -24.1280 20.0264 19.3374
C -23.9235 21.5062 18.9125
O -23.3620 22.2853 19.9363
C -23.0458 23.6234 19.5622
H -26.4696 16.3538 15.4536
H -27.1863 15.3340 16.7146
H -25.3958 15.7277 16.7071
H -26.6834 18.6209 15.9093
H -25.0571 18.0991 16.1076
H -26.4874 19.4811 18.2713
H -25.7339 20.4236 17.0571
H -24.4572 18.2100 18.3853
H -23.2483 19.7846 19.9368
H -24.9764 20.0836 20.0300
H -24.8136 22.0083 18.5181
H -23.2030 21.4704 18.0812
H -23.8917 24.1437 19.1077
H -22.1448 23.6192 18.9469
H -22.8691 24.0592 20.5448
C -22.6890 7.9442 17.2658
O -22.4995 8.2377 15.9075
C -23.4804 7.6751 15.0395
C -23.2539 8.2765 13.6705
N -24.3101 8.0726 12.7010
C -25.4129 9.0365 12.8886
C -25.0433 10.4728 12.5384
O -24.2001 10.6359 11.3953
C -24.7801 10.2180 10.1718
H -23.6736 8.0997 17.7207
H -21.9831 8.5148 17.8695
H -22.4667 6.8865 17.4542
H -24.4310 7.8852 15.5403
H -23.4332 6.5856 14.9345
H -22.2714 7.9639 13.2985
H -22.9469 9.3325 13.7357
H -23.9927 8.2248 11.7541
H -25.7234 9.0304 13.9376
H -26.3250 8.6895 12.3986
H -24.4133 10.9237 13.3019
H -26.0175 10.9717 12.4817
H -25.4160 9.3515 10.3663
H -24.0246 9.9787 9.4230
H -25.3702 10.9982 9.6796
C -29.8555 15.1632 14.5212
O -28.7967 16.0667 14.3085
C -28.9947 16.8553 13.1279
C -27.7309 17.6160 12.7946
N -26.5748 16.7407 12.6512
C -25.3358 17.5561 12.4998
C -25.3662 18.3686 11.2009
O -24.1065 18.0665 10.6178
C -24.0268 18.5067 9.2544
H -29.7428 14.7053 15.5000
H -29.7842 14.4120 13.7246
H -30.8637 15.5722 14.3902
H -29.7310 17.5686 13.5202
H -29.4594 16.2981 12.3108
H -27.5175 18.2557 13.6640
H -27.8712 18.2669 11.9331
H -26.4580 16.0933 13.4180
H -24.5387 16.8173 12.4506
H -25.1819 18.2071 13.3693
H -25.5112 19.4456 11.2949
H -26.1503 17.8468 10.6396
H -24.7412 17.9419 8.6511
H -23.0161 18.3746 8.8783
H -24.3112 19.5596 9.1867
C -19.9631 21.6483 14.8304
O -19.2809 22.0197 16.0150
C -19.0631 20.9364 16.9284
C -20.2760 20.6531 17.8006
N -20.3457 19.2036 18.1186
C -20.8450 18.4491 16.9561
C -21.1002 16.9549 17.3235
O -20.2979 15.9750 16.6684
C -18.9450 16.0235 17.0554
H -19.3010 21.0117 14.2389
H -20.3935 22.5061 14.3195
H -20.8390 21.0548 15.1283
H -18.2322 21.3973 17.4700
H -18.6500 20.0248 16.4869
H -21.1615 21.0034 17.2697
H -20.2375 21.2086 18.7379
H -19.3915 18.9549 18.3564
H -20.1451 18.4382 16.1132
H -21.8095 18.8533 16.6575
H -22.1251 16.7221 17.0381
H -20.9660 16.8105 18.3986
H -18.7626 16.1210 18.1322
H -18.4688 16.8857 16.5776
H -18.4416 15.1054 16.7563
C -17.5903 3.0359 20.6309
O -18.0302 3.9312 21.6396
C -17.1764 3.8580 22.7667
C -17.6353 4.8323 23.8348
N -17.0975 6.1709 23.4933
C -17.7335 7.2124 24.3329
C -17.9203 8.5778 23.6819
O -16.7605 9.3602 23.5147
C -17.0299 10.6249 22.9722
H -18.2829 3.1113 19.7898
H -17.6657 2.0033 20.9784
H -16.6182 3.3103 20.2170
H -16.0996 3.8420 22.5792
H -17.3246 2.8446 23.1755
H -17.4778 4.3998 24.8225
H -18.7146 5.0363 23.8091
H -17.3969 6.4408 22.5632
H -17.2587 7.3279 25.3135
H -18.7128 6.8324 24.6590
H -18.6680 9.0191 24.3526
H -18.3423 8.4374 22.6794
H -17.1696 10.6600 21.8874
H -16.0713 11.1369 23.0934
H -17.7993 11.2218 23.4687
C -18.9242 9.8938 15.7852
C -19.1473 9.8943 14.2546
O -19.3826 8.5320 13.8056
H -19.9062 9.6269 16.1851
H -18.7122 10.9185 16.0929
H -18.2094 9.1584 16.1434
H -18.3101 10.3513 13.7329
H -20.0542 10.4427 13.9971
H -20.2287 8.3117 14.2133
C -27.8082 12.2581 15.2798
C -26.8937 12.3598 16.4700
O -27.5851 12.7572 17.6549
H -27.3072 11.6343 14.5302
H -27.8421 13.1758 14.6883
H -28.7825 11.9034 15.6064
H -26.0615 13.0449 16.2978
H -26.4381 11.4010 16.7442
H -28.0195 11.9960 18.0441
C -19.2336 8.2315 19.3378
C -19.5633 6.7822 19.7199
O -19.0399 6.5099 20.9891
H -19.4862 8.4003 18.2862
H -18.1585 8.4164 19.3602
H -19.7950 8.9808 19.8888
H -19.0869 6.1184 18.9880
H -20.6447 6.6162 19.6390
H -18.6930 5.6069 20.9883
*
```

---

No. 2
Here is a structure of composition C34H46BCoO2P5Se2 at a distorted geometry from OMol25. Energies are from the ωB97M-V functional and the def2-TZVPD basis.

Summary:
HOMO-LUMO gap (alpha / beta) = 0.234 / 0.272 Ha

ORCA input file:
```
! RIJCOSX wB97M-V def2-TZVPD def2/J DEFGRID3
* xyz 0 2
Co 0.9411 -0.1491 -0.1133
C 2.5022 0.0002 3.2149
P 2.0898 0.8153 1.6306
C 1.7798 2.5260 2.1906
C 3.7384 1.1039 0.8515
C 4.9348 1.1536 1.5648
C 6.1334 1.4289 0.9212
C 6.1464 1.6802 -0.4443
C 4.9610 1.6443 -1.1635
C 3.7563 1.3437 -0.5324
P 2.1462 1.2298 -1.4154
C 1.7685 2.9807 -1.7626
C 2.5190 0.6365 -3.1057
H 3.0215 0.6834 3.8868
H 3.1115 -0.8883 3.0393
H 1.5658 -0.2999 3.6832
H 2.6626 2.9014 2.7120
H 0.9140 2.5275 2.8522
H 1.5465 3.1581 1.3388
H 4.9385 0.9724 2.6336
H 7.0571 1.4639 1.4864
H 7.0800 1.8984 -0.9476
H 4.9794 1.8571 -2.2264
H 2.5365 3.3978 -2.4155
H 1.7082 3.5518 -0.8381
H 0.7907 3.0187 -2.2447
H 3.5311 0.8844 -3.4231
H 1.8031 1.1081 -3.7805
H 2.3750 -0.4423 -3.1665
C -2.1993 -3.1725 1.7577
P -0.7512 -3.1714 0.6361
C -0.7866 -4.9383 0.0977
C 0.6344 -3.2550 1.8462
C 2.0148 -3.2362 1.1548
P 2.2367 -2.0553 -0.2742
C 1.9830 -3.0855 -1.7722
C 4.0758 -2.0493 -0.2701
H -2.1273 -3.9711 2.5017
H -3.1090 -3.3060 1.1689
H -2.2557 -2.2072 2.2630
H -0.9909 -5.5975 0.9453
H 0.1714 -5.2133 -0.3500
H -1.5626 -5.0747 -0.6576
H 0.5473 -4.1403 2.4820
H 0.5210 -2.3626 2.4690
H 2.2669 -4.2318 0.7805
H 2.7777 -2.9530 1.8835
H 2.2839 -4.1199 -1.5928
H 2.6027 -2.6786 -2.5728
H 0.9386 -3.0496 -2.0823
H 4.4510 -1.5368 -1.1580
H 4.4428 -3.0781 -0.2721
H 4.4588 -1.5298 0.6078
Se -1.0721 0.2560 2.7065
P -2.2374 1.6578 1.5517
Se -1.1788 2.8921 0.1657
C -3.5225 0.6777 0.6933
C -3.6276 0.6926 -0.6924
C -4.5186 -0.1650 -1.3324
C -5.2990 -1.0372 -0.5886
C -5.2071 -1.0414 0.8002
C -4.3243 -0.1858 1.4404
C -3.2001 2.7305 2.6771
C -4.0416 3.6903 2.1140
C -4.7425 4.5639 2.9292
C -4.6081 4.4882 4.3116
C -3.7635 3.5437 4.8736
C -3.0573 2.6645 4.0579
H -3.0095 1.3790 -1.2600
H -4.5947 -0.1536 -2.4140
H -5.9798 -1.7168 -1.0875
H -5.8129 -1.7256 1.3826
H -4.2392 -0.1932 2.5215
H -4.1276 3.7574 1.0354
H -5.3832 5.3164 2.4855
H -5.1578 5.1720 4.9475
H -3.6416 3.4926 5.9492
H -2.3913 1.9251 4.4850
O -0.7761 0.9081 -2.4389
B -0.5786 -0.1651 -1.5259
O -0.8599 -1.3541 -2.2551
C -1.1596 -1.0015 -3.5414
C -1.4317 -1.8080 -4.6236
C -1.6527 -1.1700 -5.8459
C -1.6075 0.2151 -5.9556
C -1.3418 1.0211 -4.8465
C -1.1131 0.3757 -3.6514
H -1.4609 -2.8861 -4.5274
H -1.8593 -1.7699 -6.7239
H -1.7711 0.6790 -6.9200
H -1.3126 2.1016 -4.9161
*
```

---

No. 3
Here is the ion C2H8N with charge +1 from OMol25. Energies are from the ωB97M-V functional and the def2-TZVPD basis.

Summary:
SMILES = C[NH2+]C
HOMO-LUMO gap = 0.556 Ha

ORCA input file:
```
! RIJCOSX wB97M-V def2-TZVPD def2/J DEFGRID3
* xyz 1 1
C -1.0745 -0.5499 -0.4248
N 0.2782 -0.3991 0.1976
C 0.7730 1.0116 0.2008
H -1.8155 -0.3693 0.3534
H -1.2160 0.1772 -1.2165
H -1.1797 -1.5403 -0.8683
H 0.9715 -0.9863 -0.2656
H 0.1994 -0.7147 1.1675
H 1.1460 1.2740 -0.7806
H 1.5968 1.1152 0.8994
H -0.0276 1.6910 0.4556
*
```

---

Energy relative to the best compared isomer or geometry (same formula, charge and spin), record by record: 399.5, 169.6, 24.0 kJ/mol